Entry from the OMol25 dataset: a cluster of 12 separate species, C57H133N5O17 in total (ωB97M-V/def2-TZVPD).

Calculated values
Lowest unoccupied orbital energy ... 0.37 eV
HOMO energy ... -7.89 eV
Multiplicity ... 1
Relative energy (zero: lowest compared OMol25 entry of this formula, charge and spin) ... 0.0 kJ/mol
Total charge ... 0

Last column: Löwdin charge in e.
Element x y z (Å)
C 5.61 -3.18 1.01  -0.028
C 4.21 -3.46 0.61  -0.558
C 4.08 -3.23 -0.88  -0.026
C 3.82 -4.88 0.89  -0.142
C 3.78 -5.13 2.38  -0.194
C 2.81 -4.24 3.07  -0.113
C 2.92 -2.69 2.72  -0.460
C 1.57 -1.98 2.97  -0.019
C 3.98 -2.02 3.61  -0.007
N 3.20 -2.59 1.28  -0.030
O 3.47 -1.22 0.84  -0.074
H 6.35 -3.72 0.48  0.077
H 5.66 -2.10 0.80  0.097
H 5.85 -3.27 2.10  0.079
H 3.09 -3.53 -1.11  0.070
H 4.27 -2.24 -1.22  0.069
H 4.81 -3.92 -1.31  0.099
H 2.83 -5.10 0.45  0.118
H 4.50 -5.66 0.41  0.153
H 3.38 -6.13 2.57  0.120
H 4.75 -5.14 2.83  0.102
H 2.68 -4.26 4.13  0.113
H 1.83 -4.48 2.69  0.092
H 1.89 -0.97 3.22  0.088
H 1.26 -2.36 3.90  0.047
H 0.91 -2.12 2.16  0.067
H 4.93 -2.52 3.47  0.059
H 3.74 -2.23 4.61  0.068
H 4.03 -0.96 3.39  0.071
H 2.63 -0.84 0.46  0.107
C -2.35 1.75 8.72  -0.021
C -2.26 1.94 7.18  -0.524
C -3.55 2.64 6.76  -0.037
C -1.08 2.87 6.90  -0.148
C 0.24 2.15 7.09  -0.168
C 0.30 1.05 6.03  -0.125
C -0.81 0.03 6.31  -0.491
C -0.81 -0.96 5.11  -0.015
C -0.57 -0.77 7.58  -0.016
N -2.08 0.79 6.28  -0.095
O -3.19 -0.06 6.46  -0.022
H -2.94 0.97 9.15  0.079
H -1.31 1.72 9.12  0.078
H -2.80 2.67 9.00  0.065
H -4.45 2.03 6.97  0.092
H -3.67 3.60 7.35  0.104
H -3.64 2.85 5.64  0.097
H -1.12 3.23 5.88  0.116
H -1.12 3.81 7.51  0.140
H 1.07 2.89 7.00  0.121
H 0.39 1.71 8.12  0.117
H 1.23 0.48 6.06  0.123
H 0.15 1.47 5.04  0.105
H 0.17 -1.33 4.89  0.036
H -1.22 -0.47 4.22  0.079
H -1.42 -1.84 5.30  0.086
H -0.74 -0.22 8.51  0.066
H 0.49 -1.04 7.58  0.100
H -1.16 -1.65 7.66  0.071
H -3.08 -0.57 7.26  0.091
C -2.74 3.76 -1.31  -0.016
C -2.86 2.60 -2.28  -0.551
C -1.45 2.41 -2.86  -0.030
C -3.19 1.30 -1.58  -0.156
C -4.57 1.39 -1.02  -0.145
C -5.57 1.49 -2.26  -0.123
C -5.24 2.68 -3.11  -0.504
C -6.02 2.36 -4.48  -0.035
C -5.73 4.00 -2.51  -0.025
N -3.78 2.75 -3.38  -0.099
O -3.44 3.88 -4.17  -0.017
H -1.93 3.50 -0.66  0.081
H -2.45 4.67 -1.77  0.078
H -3.68 3.91 -0.76  0.070
H -1.18 3.39 -3.31  0.080
H -0.71 2.07 -2.12  0.072
H -1.67 1.69 -3.69  0.109
H -3.09 0.50 -2.34  0.117
H -2.43 1.20 -0.83  0.076
H -4.93 0.48 -0.46  0.094
H -4.71 2.26 -0.35  0.102
H -6.60 1.65 -2.00  0.114
H -5.47 0.61 -2.92  0.113
H -5.81 3.04 -5.35  0.087
H -7.09 2.15 -4.48  0.072
H -5.60 1.34 -4.74  0.079
H -5.10 4.83 -2.84  0.081
H -5.65 4.02 -1.40  0.070
H -6.80 4.16 -2.75  0.091
H -3.12 3.44 -4.98  0.120
C -0.61 -5.70 -1.41  -0.006
C -1.54 -5.33 -0.20  -0.481
C -2.26 -6.68 0.18  -0.014
C -0.73 -4.81 0.96  -0.134
C -1.65 -4.34 2.09  -0.138
C -2.59 -3.24 1.54  -0.109
C -3.39 -3.64 0.27  -0.510
C -4.56 -4.51 0.74  -0.011
C -3.89 -2.31 -0.33  -0.019
N -2.49 -4.30 -0.60  -0.111
O -3.14 -4.69 -1.83  0.002
H 0.08 -4.89 -1.69  0.082
H -0.03 -6.57 -1.10  0.080
H -1.28 -6.04 -2.20  0.080
H -3.07 -6.78 -0.52  0.072
H -1.55 -7.48 0.09  0.075
H -2.70 -6.78 1.17  0.068
H 0.10 -5.43 1.26  0.118
H -0.23 -3.95 0.54  0.112
H -2.25 -5.19 2.50  0.112
H -1.16 -4.00 2.98  0.096
H -2.05 -2.34 1.33  0.091
H -3.24 -2.98 2.34  0.108
H -5.15 -3.96 1.48  0.101
H -4.25 -5.44 1.20  0.061
H -5.20 -4.81 -0.11  0.092
H -4.58 -1.86 0.36  0.068
H -4.53 -2.41 -1.29  0.117
H -3.09 -1.59 -0.55  0.064
H -3.88 -5.19 -1.55  0.054
C 4.38 0.60 -3.48  -0.023
C 3.28 1.51 -4.03  -0.477
C 1.89 0.89 -3.63  -0.008
C 3.38 2.84 -3.28  -0.168
C 2.47 3.88 -3.83  -0.159
C 2.84 4.13 -5.35  -0.110
C 2.87 2.84 -6.18  -0.547
C 1.41 2.47 -6.62  -0.041
C 3.60 3.16 -7.49  -0.069
N 3.54 1.76 -5.45  -0.081
O 3.68 0.68 -6.35  -0.040
H 4.41 -0.20 -4.23  0.068
H 5.33 1.11 -3.34  0.087
H 4.12 0.11 -2.56  0.061
H 1.32 1.43 -2.89  0.054
H 1.25 0.90 -4.48  0.043
H 1.97 -0.21 -3.36  0.094
H 3.22 2.68 -2.17  0.129
H 4.39 3.20 -3.34  0.112
H 1.41 3.47 -3.89  0.099
H 2.35 4.80 -3.29  0.085
H 3.95 4.40 -5.43  0.130
H 2.21 4.87 -5.88  0.129
H 1.23 1.42 -6.80  0.062
H 1.21 2.95 -7.63  0.094
H 0.62 2.78 -5.85  0.084
H 3.31 4.14 -7.96  0.096
H 3.45 2.37 -8.26  0.085
H 4.69 3.19 -7.23  0.101
H 2.93 0.01 -6.30  0.087
O 0.29 5.64 -2.28  -0.080
C 0.91 6.00 -1.07  -0.271
C 0.18 7.12 -0.47  -0.190
O -1.12 6.53 0.02  -0.112
H 0.23 4.66 -2.28  0.059
H 1.03 5.14 -0.35  0.142
H 1.90 6.34 -1.39  0.117
H -0.16 7.81 -1.24  0.118
H 0.75 7.60 0.32  0.118
H -1.70 7.17 0.48  0.084
O 4.25 4.12 1.25  -0.062
C 5.07 3.10 0.62  -0.217
C 5.40 1.89 1.52  -0.176
O 4.20 1.19 1.99  -0.112
H 3.41 3.69 1.30  -0.007
H 4.61 2.76 -0.35  0.111
H 6.02 3.54 0.32  0.111
H 5.91 2.30 2.34  0.094
H 6.06 1.27 0.91  0.123
H 4.17 0.29 1.57  0.049
O 2.02 -1.88 -5.99  -0.064
C 2.99 -2.91 -5.98  -0.253
C 3.52 -3.30 -4.66  -0.235
O 2.61 -4.10 -3.89  -0.092
H 1.31 -2.24 -5.46  0.038
H 2.58 -3.78 -6.55  0.137
H 3.84 -2.62 -6.55  0.118
H 3.78 -2.43 -4.10  0.097
H 4.45 -3.88 -4.73  0.131
H 2.42 -4.88 -4.49  0.119
O -1.94 1.83 3.50  -0.105
C -3.05 1.73 2.59  -0.215
C -3.66 0.34 2.45  -0.198
O -4.45 -0.09 3.63  -0.093
H -2.38 1.81 4.36  0.030
H -3.85 2.45 3.05  0.154
H -2.72 2.07 1.62  0.090
H -2.86 -0.35 2.39  0.073
H -4.35 0.45 1.59  0.107
H -3.86 -0.17 4.42  0.057
O -0.61 -2.58 -1.96  -0.090
C -1.27 -1.96 -3.09  -0.186
C -1.36 -2.94 -4.24  -0.196
O -0.07 -3.29 -4.79  -0.094
H -1.20 -3.14 -1.47  0.016
H -2.27 -1.55 -2.81  0.107
H -0.66 -1.07 -3.38  0.120
H -2.04 -2.62 -5.05  0.133
H -1.80 -3.88 -3.93  0.100
H 0.49 -3.60 -4.06  0.066
C -0.38 0.33 0.55  -0.123
O 0.53 -0.68 0.15  -0.127
H -0.18 0.47 1.63  0.077
H -0.15 1.20 -0.04  0.067
H -1.42 0.02 0.42  0.060
H 0.33 -1.19 -0.64  0.051
C 1.02 2.84 2.30  -0.142
O 1.86 2.70 1.17  -0.148
H 0.34 3.71 2.26  0.093
H 0.38 2.00 2.35  0.014
H 1.57 3.05 3.25  0.100
H 2.46 1.96 1.42  0.064

Entry from the OMol25 dataset: a cluster of 12 separate species, C57H133N9O17 in total (ωB97M-V/def2-TZVPD).

Calculated values
Lowest unoccupied orbital energy ... -0.02 eV
HOMO energy ... -7.92 eV
Multiplicity ... 1
Relative energy (zero: lowest compared OMol25 entry of this formula, charge and spin) ... 384.8 kJ/mol
Total charge ... 0

Last column: Löwdin charge in e.
Element x y z (Å)
C -4.64 -2.57 9.48  -0.011
C -5.49 -1.31 10.03  -0.461
C -5.99 -1.62 11.41  -0.061
C -4.56 -0.02 10.23  -0.119
C -4.18 0.70 8.96  -0.222
C -5.35 1.03 8.13  -0.163
C -6.35 -0.17 7.89  -0.487
C -7.57 0.61 7.40  -0.036
C -5.79 -1.00 6.73  -0.027
N -6.60 -0.97 9.13  -0.126
O -7.49 -2.00 8.95  0.009
H -3.84 -2.70 10.22  0.077
H -5.27 -3.44 9.30  0.074
H -4.15 -2.44 8.52  0.048
H -6.71 -0.88 11.76  0.089
H -6.52 -2.56 11.29  0.079
H -5.26 -1.73 12.22  0.088
H -5.17 0.68 10.79  0.118
H -3.63 -0.27 10.73  0.118
H -3.54 1.57 9.13  0.117
H -3.55 0.07 8.35  0.109
H -4.98 1.53 7.24  0.125
H -6.00 1.76 8.62  0.105
H -7.77 1.40 8.12  0.084
H -8.38 -0.10 7.20  0.085
H -7.29 0.99 6.42  0.084
H -6.54 -1.76 6.53  0.079
H -4.90 -1.55 7.05  0.064
H -5.70 -0.36 5.86  0.094
H -7.09 -2.34 8.14  0.067
C 5.74 -4.98 -0.56  -0.019
C 5.74 -5.59 0.90  -0.433
C 5.37 -4.40 1.92  -0.023
C 4.65 -6.66 1.05  -0.159
C 4.76 -7.88 0.13  -0.177
C 6.13 -8.54 0.49  -0.141
C 7.35 -7.59 0.43  -0.476
C 8.40 -8.30 1.23  -0.060
C 7.70 -7.49 -1.09  -0.022
N 7.03 -6.30 1.16  -0.103
O 8.06 -5.41 1.06  -0.024
H 6.71 -4.69 -0.95  0.063
H 5.30 -5.67 -1.28  0.063
H 5.20 -4.03 -0.60  0.076
H 4.32 -4.14 2.04  0.073
H 5.73 -4.60 2.93  0.074
H 5.85 -3.47 1.63  0.067
H 4.69 -6.95 2.10  0.120
H 3.65 -6.26 0.91  0.115
H 3.90 -8.52 0.34  0.107
H 4.70 -7.72 -0.95  0.093
H 6.19 -9.40 -0.18  0.120
H 5.94 -8.81 1.53  0.112
H 8.84 -9.23 0.88  0.089
H 8.12 -8.51 2.26  0.088
H 9.26 -7.64 1.32  0.080
H 8.08 -8.41 -1.54  0.086
H 8.48 -6.74 -1.23  0.075
H 6.81 -7.30 -1.68  0.066
H 8.22 -5.13 0.16  0.070
C 0.38 0.89 -6.24  -0.016
C 1.06 -0.16 -7.18  -0.485
C 1.62 -1.32 -6.26  -0.036
C 0.09 -0.86 -8.12  -0.133
C 0.67 -1.80 -9.23  -0.158
C 1.64 -0.92 -9.95  -0.179
C 2.71 -0.12 -9.15  -0.447
C 3.78 -1.16 -8.61  -0.026
C 3.32 0.88 -10.11  -0.039
N 2.12 0.50 -7.92  -0.154
O 3.07 1.12 -7.17  -0.007
H 0.99 1.26 -5.42  0.081
H 0.19 1.74 -6.91  0.083
H -0.53 0.44 -5.84  0.081
H 1.98 -2.24 -6.72  0.063
H 2.37 -1.02 -5.53  0.065
H 0.80 -1.65 -5.62  0.075
H -0.62 -1.48 -7.57  0.112
H -0.63 -0.15 -8.51  0.116
H 1.31 -2.62 -8.88  0.097
H -0.07 -2.20 -9.92  0.117
H 1.03 -0.18 -10.47  0.116
H 2.13 -1.54 -10.69  0.124
H 3.39 -2.13 -8.32  0.060
H 4.31 -0.78 -7.74  0.066
H 4.67 -1.34 -9.22  0.074
H 3.80 0.33 -10.92  0.084
H 4.06 1.51 -9.62  0.083
H 2.59 1.51 -10.62  0.082
H 2.62 1.92 -6.87  0.103
C -7.27 2.34 -6.89  -0.019
C -6.08 1.48 -7.36  -0.478
C -5.34 0.66 -6.19  -0.017
C -6.63 0.43 -8.28  -0.169
C -6.93 0.89 -9.72  -0.166
C -5.67 1.56 -10.23  -0.162
C -5.14 2.69 -9.37  -0.456
C -3.77 3.08 -10.08  -0.033
C -6.02 3.98 -9.50  -0.023
N -4.95 2.16 -7.99  -0.157
O -4.39 3.11 -7.28  -0.010
H -7.85 1.71 -6.21  0.087
H -6.92 3.24 -6.39  0.083
H -7.91 2.81 -7.64  0.067
H -4.91 1.42 -5.54  0.067
H -5.98 0.04 -5.56  0.076
H -4.52 0.00 -6.48  0.075
H -5.95 -0.42 -8.30  0.117
H -7.59 0.07 -7.94  0.120
H -7.27 0.03 -10.31  0.109
H -7.80 1.54 -9.73  0.102
H -5.79 2.00 -11.23  0.118
H -4.89 0.80 -10.34  0.116
H -3.07 2.25 -10.21  0.075
H -3.22 3.79 -9.47  0.070
H -3.98 3.63 -11.00  0.076
H -7.07 3.79 -9.24  0.060
H -5.85 4.64 -10.35  0.078
H -5.66 4.68 -8.74  0.076
H -3.56 2.75 -6.95  0.115
C -0.62 0.35 3.96  -0.060
C -0.58 0.56 2.46  -0.486
C -0.98 2.00 2.18  -0.026
C 0.93 0.34 2.12  -0.151
C 1.22 0.41 0.63  -0.182
C 0.48 -0.74 -0.02  -0.188
C -1.03 -0.79 0.30  -0.438
C -1.52 0.36 -0.69  -0.025
C -1.44 -2.22 -0.12  -0.038
N -1.34 -0.58 1.77  -0.089
O -2.72 -0.65 2.05  -0.012
H -1.66 0.20 4.25  0.073
H -0.17 -0.58 4.29  0.079
H -0.27 1.21 4.54  0.090
H -1.08 2.18 1.10  0.052
H -1.99 2.14 2.56  0.088
H -0.18 2.69 2.48  0.094
H 1.57 0.93 2.77  0.120
H 1.19 -0.69 2.40  0.111
H 0.85 1.35 0.20  0.098
H 2.30 0.39 0.50  0.114
H 0.98 -1.67 0.25  0.111
H 0.72 -0.74 -1.08  0.118
H -2.55 0.53 -0.39  0.074
H -1.53 0.00 -1.71  0.082
H -1.08 1.36 -0.64  0.059
H -1.42 -2.97 0.67  0.078
H -0.95 -2.63 -1.00  0.086
H -2.51 -2.12 -0.26  0.078
H -2.67 -1.40 2.64  0.091
N -1.29 -4.35 4.34  0.165
C -2.43 -4.98 4.32  -0.843
N -2.27 -6.12 4.87  0.157
O -3.39 -4.70 3.69  0.071
H -1.21 -3.49 3.81  0.112
H -0.52 -4.84 4.77  0.107
H -2.86 -6.86 4.52  0.131
H -1.31 -6.22 5.17  0.102
N 6.98 -0.29 -2.36  0.152
C 5.95 0.08 -3.05  -0.755
N 5.70 -0.73 -4.08  0.163
O 5.28 1.08 -2.74  0.010
H 7.05 0.20 -1.48  0.113
H 7.73 -0.89 -2.67  0.112
H 4.83 -0.61 -4.57  0.105
H 6.52 -1.24 -4.40  0.105
O 2.33 0.47 10.40  -0.076
C 2.91 0.36 9.15  -0.254
C 4.05 -0.74 9.22  -0.194
O 5.25 -0.19 9.82  -0.080
H 3.04 0.35 11.05  0.076
H 2.09 0.01 8.53  0.112
H 3.17 1.39 8.87  0.117
H 4.33 -1.10 8.24  0.107
H 3.63 -1.59 9.75  0.115
H 5.44 -0.40 10.74  0.077
O 6.45 3.49 0.55  -0.074
C 7.88 3.69 0.48  -0.199
C 8.49 3.43 1.86  -0.246
O 8.31 2.08 2.29  -0.087
H 6.16 2.79 -0.04  0.071
H 8.36 3.00 -0.21  0.118
H 8.06 4.74 0.25  0.116
H 8.19 4.09 2.67  0.115
H 9.58 3.49 1.91  0.113
H 9.00 1.78 2.89  0.079
O -3.64 5.60 -0.37  -0.068
C -4.80 5.02 0.12  -0.287
C -5.58 4.14 -0.87  -0.202
O -6.24 5.00 -1.83  -0.072
H -3.27 6.23 0.26  0.090
H -4.44 4.39 0.94  0.112
H -5.40 5.83 0.52  0.121
H -6.36 3.62 -0.32  0.122
H -4.78 3.52 -1.29  0.116
H -5.64 5.74 -1.90  0.067
O -3.41 7.58 6.62  -0.070
C -2.58 6.49 6.11  -0.217
C -1.10 6.88 6.02  -0.273
O -0.59 7.01 7.31  -0.049
H -4.13 7.64 5.99  0.075
H -2.72 5.63 6.76  0.115
H -2.81 6.11 5.12  0.107
H -0.93 7.79 5.44  0.114
H -0.57 6.18 5.36  0.114
H -1.17 7.65 7.73  0.084
O 4.50 6.70 1.61  -0.093
C 3.09 6.79 1.34  -0.195
C 2.95 6.94 -0.24  -0.238
O 3.02 5.74 -0.96  -0.061
H 4.83 5.81 1.46  0.062
H 2.62 5.93 1.82  0.107
H 2.70 7.59 1.97  0.106
H 3.71 7.63 -0.60  0.110
H 2.03 7.44 -0.54  0.108
H 3.79 5.23 -0.74  0.078